No. 1
{
  "formula": "C23H34NO2P2Yb",
  "method": "the ωB97M-V functional and the def2-TZVPD basis",
  "e_homo_ev": [-7.126, -7.113],
  "spin_multiplicity": 2,
  "gap_ev": [7.28, 7.28],
  "s_squared": 0.75,
  "elements": ["C", "C", "N", "C", "C", "C", "C", "P", "Yb", "P", "C", "C", "C", "C", "C", "C", "C", "O", "O", "H", "H", "H", "C", "C", "H", "H", "H", "H", "C", "C", "H", "H", "H", "H", "H", "H", "H", "H", "H", "H", "H", "H", "H", "H", "H", "H", "H", "H", "H", "H", "H", "H", "C", "C", "C", "C", "C", "C", "H", "H", "H", "H", "H"],
  "positions_angstrom": [[4.31673, 0.31917, 0.47677], [3.03131, 0.14494, -0.04639], [1.93653, 0.17234, 0.76003], [2.08146, 0.46647, 2.06717], [3.33430, 0.72004, 2.62576], [4.47024, 0.62010, 1.82391], [2.86961, -0.16435, -1.51500], [1.35743, 0.42950, -2.37459], [-0.27383, 0.11102, -0.18053], [-0.67262, -0.33959, 2.51131], [0.85667, 0.61998, 2.95679], [-2.37623, -0.61915, -1.18842], [-2.87712, 0.27124, -2.09442], [-4.13521, -0.05378, -2.68145], [-4.79264, -1.23919, -2.31725], [-4.22028, -2.10827, -1.38236], [-2.96790, -1.78048, -0.79251], [2.81509, -2.77590, -1.85781], [0.33593, -2.45692, -1.57615], [5.15881, 0.21606, -0.21213], [3.38069, 1.00426, 3.67851], [5.45938, 0.79321, 2.23638], [1.80987, 2.10037, -2.93059], [1.31215, -0.52123, -3.92471], [1.10794, 0.30424, 3.98255], [0.56359, 1.68457, 3.00928], [2.89617, -1.41397, -1.65949], [3.75812, 0.16937, -2.08263], [-1.91751, 0.68169, 3.39727], [-0.52930, -1.75973, 3.66600], [-2.36806, 1.20073, -2.37306], [-4.57857, 0.62975, -3.40480], [-5.76179, -1.48151, -2.76645], [-4.72413, -3.03370, -1.09096], [-2.51170, -2.43390, -0.04175], [-0.00283, -2.31075, -0.40942], [-0.16064, -3.26547, -1.80650], [1.76025, -2.83792, -1.65381], [3.35036, -3.17578, -1.15594], [-0.25702, -1.89782, 0.50458], [2.59667, 2.07251, -3.69456], [0.90698, 2.56018, -3.35498], [2.13509, 2.71908, -2.08650], [2.21127, -0.35922, -4.53003], [1.19408, -1.59305, -3.73061], [0.43163, -0.18846, -4.48856], [-0.59374, -1.44008, 4.71779], [-1.34744, -2.45981, 3.43310], [0.43056, -2.26004, 3.47209], [-1.79216, 0.60929, 4.48871], [-1.84156, 1.73034, 3.07640], [-2.91415, 0.30891, 3.11686], [-1.03011, 5.26818, 0.63878], [-2.11128, 4.39412, 0.46349], [-1.87388, 3.00239, 0.27758], [-0.57471, 2.56889, 0.27587], [0.51492, 3.38799, 0.44560], [0.28043, 4.77826, 0.63405], [-1.21023, 6.33913, 0.77925], [-3.13849, 4.77098, 0.46825], [-2.71986, 2.31788, 0.14123], [1.54251, 3.00886, 0.44397], [1.13393, 5.45035, 0.77421]],
  "forces_ev_per_angstrom": [[-0.036, 0.053, 0.035], [-0.234, -0.222, -0.532], [0.562, 0.201, -0.027], [0.222, 0.229, 0.295], [-0.150, -0.076, -0.029], [-0.241, -0.037, -0.218], [0.427, -0.675, -0.046], [0.837, -0.102, 0.193], [-1.653, -0.059, -0.759], [-0.110, 1.031, 1.001], [0.072, -0.102, 0.402], [3.738, 1.365, 1.934], [-2.585, -0.609, -1.309], [0.719, 0.295, 0.237], [0.149, 0.191, -0.059], [0.737, -0.066, 0.545], [-2.500, -0.952, -0.935], [-0.551, -1.439, 0.174], [-0.001, -1.091, 0.391], [-0.203, 0.158, 0.386], [0.134, -0.153, -0.345], [-0.116, -0.031, -0.009], [-0.226, 0.318, -0.239], [-0.150, -0.175, -0.234], [0.161, 0.277, -0.252], [0.165, -0.365, -0.207], [-0.126, 2.170, 0.255], [-0.227, -0.021, 0.331], [-0.189, -0.021, 0.046], [-0.064, -0.315, -0.505], [-0.144, -0.197, 0.087], [-0.089, -0.202, 0.064], [0.370, 0.090, 0.161], [-0.030, 0.263, -0.178], [-0.194, 0.108, -0.262], [0.174, 0.548, -0.123], [0.047, 0.658, -0.130], [0.913, 0.200, -0.094], [-0.438, -0.089, -0.192], [0.301, -0.515, -0.064], [-0.111, -0.007, 0.161], [0.276, 0.039, 0.035], [-0.108, -0.171, -0.121], [-0.109, 0.044, 0.136], [0.024, 0.346, 0.100], [0.193, -0.041, 0.049], [0.062, -0.049, -0.408], [0.334, 0.125, 0.206], [-0.324, 0.017, 0.118], [-0.065, 0.090, -0.314], [-0.027, -0.319, 0.014], [0.240, 0.158, 0.181], [-0.049, -0.143, -0.019], [-0.039, -0.750, -0.105], [-0.777, 2.418, 0.326], [0.850, -3.964, -0.378], [-0.370, 2.398, 0.350], [0.459, -0.726, -0.094], [0.059, -0.402, -0.045], [0.343, 0.011, 0.013], [0.259, 0.250, 0.023], [-0.222, 0.108, 0.021], [-0.369, -0.074, -0.039]],
  "nbo_charge": [-0.27, 0.29, -0.59, 0.27, -0.27, -0.13, -0.87, 0.84, 1.56, 0.87, -0.75, -0.48, -0.27, -0.21, -0.26, -0.22, -0.26, -0.97, -1.06, 0.23, 0.23, 0.22, -0.93, -0.92, 0.23, 0.28, 0.38, 0.23, -0.94, -0.93, 0.20, 0.20, 0.21, 0.20, 0.20, 0.34, 0.49, 0.52, 0.48, -0.38, 0.23, 0.25, 0.25, 0.23, 0.27, 0.25, 0.23, 0.25, 0.24, 0.22, 0.26, 0.25, -0.26, -0.21, -0.26, -0.46, -0.29, -0.21, 0.21, 0.20, 0.21, 0.19, 0.20]
}

No. 2
{
  "formula": "C23H34NO3S2SbSeTi",
  "method": "the ωB97M-V functional and the def2-TZVPD basis",
  "e_homo_ev": [-0.609, -1.086],
  "spin_multiplicity": 3,
  "gap_ev": [4.41, 4.87],
  "relative_energy_kcal_mol": 160.2,
  "total_charge": -2,
  "s_squared": 2.03,
  "elements": ["Ti", "C", "C", "C", "C", "C", "C", "C", "H", "H", "H", "H", "H", "H", "H", "H", "C", "C", "S", "C", "C", "S", "H", "H", "H", "H", "H", "H", "C", "C", "Sb", "C", "C", "C", "C", "H", "H", "H", "H", "H", "H", "H", "H", "H", "H", "H", "H", "H", "H", "H", "Se", "C", "C", "C", "C", "C", "C", "H", "H", "H", "H", "H", "O", "N", "O", "O"],
  "positions_angstrom": [[-0.66558, 0.50143, 0.68661], [4.28591, 3.71096, 0.59549], [3.21863, 4.76755, 0.67279], [2.73397, 5.21922, 1.89353], [1.67132, 6.10944, 1.94996], [1.09017, 6.57637, 0.78259], [1.57726, 6.14467, -0.44421], [2.63331, 5.25183, -0.49439], [4.56365, 3.36022, 1.58967], [5.18538, 4.08112, 0.09626], [3.90791, 2.85233, 0.03710], [3.14876, 4.81095, 2.80798], [1.27190, 6.40762, 2.91174], [0.23688, 7.24145, 0.82645], [1.10685, 6.47437, -1.36191], [2.97816, 4.87821, -1.45198], [-1.35476, -3.88025, 3.92221], [-0.55627, -2.68029, 3.63164], [-0.24999, -1.29733, 2.38483], [0.43297, -1.89692, 3.91018], [1.55801, -1.53934, 4.80096], [0.37182, 2.50793, 0.71838], [-1.26344, -4.60106, 3.10584], [-2.41276, -3.62385, 4.00132], [-1.02568, -4.35261, 4.85158], [1.93253, -2.41707, 5.33032], [1.24366, -0.79285, 5.53300], [2.36624, -1.10219, 4.21483], [3.63178, -0.59567, -0.71210], [2.54397, -1.60231, -1.07482], [0.68279, -0.67877, -1.68412], [-0.09194, -2.41348, -2.67625], [0.45163, -2.64457, -4.07882], [1.48240, 0.54589, -3.24679], [0.42773, 1.43789, -3.90038], [4.56814, -1.08713, -0.42652], [3.31036, 0.03500, 0.12051], [3.85666, 0.07068, -1.54780], [2.28222, -2.20363, -0.20029], [2.86867, -2.28730, -1.86277], [-1.17458, -2.28650, -2.69917], [0.14890, -3.23910, -1.99816], [0.15576, -1.81781, -4.72526], [0.02069, -3.55072, -4.51438], [1.54229, -2.74913, -4.08860], [1.98436, -0.10526, -3.96636], [2.24291, 1.15236, -2.74803], [-0.44197, 0.86602, -4.22966], [0.85060, 1.96483, -4.76210], [0.08157, 2.18610, -3.18405], [-2.90751, -0.45653, -0.32033], [-4.04433, -1.63434, 0.67913], [-3.58297, -2.74193, 1.38548], [-4.48454, -3.60029, 1.99972], [-5.85233, -3.36530, 1.91939], [-6.30865, -2.26410, 1.19904], [-5.41477, -1.40715, 0.57619], [-2.51841, -2.94535, 1.42662], [-4.12018, -4.47376, 2.53198], [-6.55170, -4.04303, 2.39523], [-7.37429, -2.08071, 1.11266], [-5.72466, -0.55614, -0.02175], [-4.04294, 0.54976, -1.06651], [-2.87523, -1.49035, -3.93638], [-3.66228, -2.22336, -4.55933], [-1.94697, -0.97670, -4.61797]],
  "forces_ev_per_angstrom": [[0.849, 0.943, 0.075], [-0.033, -0.003, 0.015], [-0.037, 0.010, -0.016], [-0.017, -0.089, -0.090], [0.027, 0.052, 0.018], [0.002, -0.005, -0.012], [0.032, 0.039, 0.042], [0.022, -0.003, 0.042], [0.009, 0.014, 0.004], [-0.005, -0.010, -0.017], [-0.002, -0.006, 0.014], [-0.004, 0.024, 0.016], [0.003, 0.014, -0.001], [-0.001, 0.002, -0.002], [-0.007, -0.002, -0.003], [-0.019, -0.009, -0.007], [-0.073, 0.039, -0.030], [0.198, 0.027, 0.062], [-0.194, 0.123, -0.701], [0.044, -0.025, 0.267], [0.000, -0.007, 0.020], [-0.464, -1.145, 0.024], [0.010, 0.005, -0.001], [0.023, 0.011, 0.023], [0.000, -0.008, 0.005], [-0.027, 0.006, 0.029], [-0.001, 0.022, -0.020], [0.007, -0.029, -0.012], [-0.009, 0.014, 0.016], [0.017, 0.060, 0.029], [-0.260, -0.009, 0.458], [0.070, 0.044, -0.007], [0.053, 0.016, 0.048], [-0.031, 0.022, 0.023], [0.003, -0.004, 0.060], [-0.008, -0.003, 0.026], [-0.011, 0.014, -0.013], [0.021, -0.023, -0.007], [0.015, -0.040, -0.028], [0.001, 0.038, -0.030], [0.079, -0.017, 0.043], [-0.004, -0.027, -0.005], [0.021, -0.064, 0.011], [0.010, -0.001, 0.010], [0.028, -0.001, 0.005], [-0.043, -0.020, -0.012], [0.018, -0.009, -0.050], [0.011, -0.040, -0.048], [-0.026, 0.008, 0.008], [-0.026, -0.018, -0.001], [-0.326, -0.165, -0.416], [0.009, 0.058, 0.074], [-0.015, -0.049, 0.008], [0.060, -0.011, 0.006], [-0.043, 0.089, -0.058], [0.013, -0.092, 0.061], [0.053, 0.020, 0.020], [0.007, 0.014, 0.011], [0.000, 0.009, -0.003], [-0.010, 0.007, -0.003], [-0.004, -0.004, 0.002], [-0.020, 0.003, 0.015], [0.072, 0.149, 0.299], [0.122, -0.149, -0.405], [0.050, 0.096, 0.034], [-0.239, 0.096, 0.072]],
  "nbo_charge": [0.49, -0.63, 0.00, -0.21, -0.20, -0.23, -0.20, -0.15, 0.20, 0.20, 0.24, 0.20, 0.20, 0.20, 0.20, 0.19, -0.67, -0.06, 0.08, -0.12, -0.66, -1.01, 0.23, 0.25, 0.21, 0.21, 0.23, 0.24, -0.62, -0.75, 1.12, -0.74, -0.63, -0.73, -0.65, 0.18, 0.22, 0.20, 0.21, 0.20, 0.27, 0.19, 0.25, 0.20, 0.17, 0.21, 0.21, 0.26, 0.18, 0.22, 0.76, -0.23, -0.19, -0.24, -0.27, -0.21, -0.25, 0.20, 0.18, 0.19, 0.19, 0.26, -1.06, 0.26, -0.57, -0.64]
}

no.,DFT total energy (eV)
1,-80092.2228
2,-148698.2421